C41H98BrN9O4 | ωB97M-V/def2-TZVPD

```
153
Properties=species:S:1:pos:R:3:forces:R:3
C -5.8434 -5.3175 3.7796 0.5 -0.4 -0.1
C -4.7248 -4.5819 3.0203 0.3 0.1 0.9
N -5.1019 -3.2516 2.4545 0.4 -0.3 -1.1
C -5.9106 -3.1681 1.3464 -0.6 3.3 -0.2
C -6.0925 -1.7765 1.0509 2.3 -3.1 2.0
N -5.2072 -1.1297 1.9278 -0.9 -1.2 1.4
C -4.6098 -2.0379 2.8181 -2.7 0.1 -2.7
C -5.0329 0.3241 1.8528 1.4 -0.3 -0.6
H -5.3709 -5.9699 4.5140 0.1 0.4 0.4
H -6.3256 -6.0849 3.1741 -0.4 0.6 -0.4
H -6.5598 -4.6596 4.2715 0.1 -0.1 -0.1
H -4.2972 -5.2430 2.2666 -0.3 0.4 -0.5
H -3.8707 -4.3445 3.6546 -0.1 -0.1 0.4
H -6.3076 -4.0105 0.7995 -0.1 -0.1 0.4
H -6.7285 -1.2959 0.3222 0.2 0.1 0.1
H -3.9819 -1.8660 3.6798 -0.1 0.3 -0.2
H -4.1637 0.3948 1.1989 0.1 0.6 -0.2
H -4.7309 0.8042 2.7837 -0.6 -0.2 0.1
H -5.8624 0.7903 1.3211 -0.1 -0.1 0.5
C -2.3764 3.5347 1.5602 0.5 0.8 1.7
C -1.0187 3.9495 2.2932 -2.4 -0.8 -0.7
N -0.4161 5.0346 1.6386 0.7 0.6 0.1
C 0.9437 5.2915 1.7254 -0.1 0.9 -1.3
C 1.2433 6.2862 0.8271 -1.4 0.3 -0.3
N 0.0366 6.7065 0.1628 1.1 -0.8 1.1
C -1.0084 5.9348 0.7490 0.3 0.4 -1.1
C -0.1403 7.7937 -0.8320 0.5 -0.2 0.4
H -3.0974 4.3267 1.7630 0.0 0.2 0.2
H -2.7494 2.7182 2.1786 -0.2 -0.5 -0.6
H -2.4626 3.4431 0.4775 0.7 -0.6 0.1
H -0.3531 3.0995 2.4434 0.5 -0.3 -0.8
H -1.3161 4.1179 3.3282 -0.2 0.7 0.2
H 1.5248 4.6992 2.4167 0.2 0.4 -0.1
H 2.1566 6.8331 0.6450 0.0 -0.2 0.0
H -2.0502 5.9709 0.4667 0.4 0.0 0.1
H -0.9512 7.5479 -1.5176 -0.2 0.1 0.3
H 0.7212 7.9802 -1.4731 0.4 -0.8 0.1
H -0.2548 8.7881 -0.4005 -0.7 -0.2 0.4
C -2.7261 -6.4325 -2.7445 0.1 1.1 -0.9
C -2.5074 -4.8982 -3.1051 -0.6 -1.5 1.7
C -2.4154 -4.0432 -1.8009 0.2 0.0 -0.3
C -2.2808 -2.5788 -2.1449 0.5 0.3 -0.3
N -1.6441 -1.7294 -1.0345 -0.2 0.2 1.2
C -1.6109 -0.2594 -1.4263 0.7 -0.2 -0.7
C -0.3696 0.3929 -0.8142 -0.7 0.6 0.8
C 0.3435 -0.7084 -0.0677 -0.3 -1.2 0.7
C -0.1917 -2.0530 -0.7220 1.1 1.7 -0.5
C -2.4869 -1.8728 0.2482 0.4 -0.7 -1.2
H -3.0016 -6.9646 -3.6550 0.2 0.0 -0.1
H -3.5831 -6.5899 -2.0897 0.2 0.2 0.3
H -1.8168 -6.8952 -2.3608 -0.1 0.1 0.2
H -3.3647 -4.6025 -3.7099 0.2 0.3 -0.1
H -1.5649 -4.7843 -3.6407 -0.2 0.1 -0.2
H -1.5517 -4.3721 -1.2231 0.3 -0.2 -0.1
H -3.2501 -4.1418 -1.1068 -0.4 -0.5 -0.3
H -3.2451 -2.1330 -2.3889 -0.1 0.2 0.3
H -1.6664 -2.4146 -3.0302 0.3 0.0 0.0
H -2.5346 0.2047 -1.0805 0.0 -0.1 -0.5
H -1.3967 -0.2413 -2.4949 -0.9 -0.1 -0.4
H -0.7051 1.2007 -0.1638 0.2 -0.1 0.4
H 0.2799 0.9236 -1.5103 -0.1 -0.6 -0.5
H 0.0826 -0.6698 0.9899 0.1 0.0 0.1
H 1.4209 -0.5551 -0.1305 0.0 -0.5 0.0
H -0.0151 -3.0267 -0.2650 -0.5 0.3 0.5
H 0.4043 -2.0652 -1.6346 -0.7 -0.3 -0.6
H -2.3470 -2.9018 0.5794 0.2 0.2 0.4
H -3.5338 -1.8157 -0.0501 0.1 0.4 0.0
H -2.2160 -1.1204 0.9888 0.1 -0.1 -0.1
C 5.0880 -0.1975 -4.5353 -0.9 -0.4 0.5
N 3.7895 -0.3905 -3.6658 0.9 -0.7 0.3
C 4.0870 -0.1645 -2.1880 1.1 0.4 -1.4
C 2.8307 0.6510 -4.0942 -0.8 -0.1 -1.2
C 3.2571 -1.8668 -3.7872 0.7 -0.4 0.0
C 3.3109 -2.5940 -5.1529 -0.7 1.4 -1.2
O 2.8307 -1.7904 -6.2316 1.4 -0.3 0.6
H 4.7830 -0.4376 -5.5539 0.2 -0.5 0.1
H 5.8774 -0.8058 -4.0938 -0.2 -0.2 -0.4
H 5.4347 0.8341 -4.5957 -0.4 0.2 0.6
H 3.2230 0.0961 -1.5768 -0.2 -0.2 -0.4
H 4.7524 0.6937 -2.2820 0.1 0.1 0.8
H 4.6347 -1.0161 -1.7841 -0.1 0.1 -0.1
H 3.1509 1.6785 -3.9215 0.6 -0.2 0.5
H 1.8439 0.4894 -3.6606 0.1 -0.2 -0.1
H 2.7618 0.5459 -5.1770 -0.4 -0.1 0.1
H 2.3237 -1.8854 -3.2247 -0.3 0.2 -0.5
H 3.9652 -2.4957 -3.2475 0.2 0.4 0.6
H 2.8133 -3.5637 -5.1722 -0.5 0.1 0.8
H 4.3406 -2.8898 -5.3535 0.2 0.5 -0.2
H 1.8715 -1.7618 -6.2057 -0.7 0.0 0.1
C 5.8265 1.7761 3.3032 -1.0 1.8 -0.2
N 5.0200 1.9705 2.0033 -2.5 -0.9 -0.8
C 3.4536 1.9677 2.3391 1.8 -0.1 1.2
C 5.2884 3.3320 1.3066 1.5 -1.2 1.7
C 5.3624 0.8106 0.9875 0.2 0.7 0.9
C 5.1151 -0.6116 1.4691 1.0 0.9 1.1
O 3.7564 -0.8164 1.7563 -0.8 -0.7 -0.7
H 5.7196 2.6954 3.8791 -0.4 0.2 0.0
H 6.9072 1.7691 3.1616 -0.1 -0.9 -0.5
H 5.3428 1.0192 3.9205 0.5 -0.3 -0.4
H 3.2677 2.8334 2.9748 0.2 0.3 -0.4
H 3.2775 1.1404 3.0266 -0.1 -0.3 -0.6
H 2.8135 1.9735 1.4569 0.5 -0.1 0.0
H 4.8950 3.4239 0.2943 0.0 -0.4 0.3
H 6.3756 3.2954 1.3767 0.1 0.8 -0.9
H 4.9656 4.1275 1.9782 -0.3 -0.1 -0.2
H 6.4356 0.9279 0.8369 0.0 0.1 -0.3
H 4.8056 0.9842 0.0667 0.0 0.3 0.2
H 5.6673 -0.8096 2.3878 0.3 0.1 0.0
H 5.5046 -1.3366 0.7545 0.0 0.3 -0.3
H 3.5840 -1.6385 1.2914 -0.7 -0.1 0.2
C -1.7254 2.8396 -2.5239 -0.2 0.8 -0.8
N -2.0133 3.7187 -3.7405 -1.6 1.7 -0.9
C -1.0627 4.9785 -3.8218 -0.6 -1.7 -1.3
C -2.0384 2.8856 -5.0491 1.9 0.7 0.7
C -3.4771 4.3287 -3.7655 1.5 0.3 1.8
C -3.6947 5.3209 -2.5891 -1.5 -0.6 -1.1
O -3.5738 4.7034 -1.3274 0.2 -0.3 0.1
H -0.9167 2.1732 -2.8241 -0.2 -0.1 0.0
H -2.6547 2.3444 -2.2425 0.2 -0.3 -0.3
H -1.4331 3.4333 -1.6577 0.1 0.3 -0.3
H -0.0658 4.6357 -4.0987 0.1 -0.1 0.8
H -1.1669 5.6140 -2.9424 0.3 -0.5 0.0
H -1.3568 5.5098 -4.7270 -0.4 0.2 0.2
H -2.3136 3.5023 -5.9047 -0.3 0.1 0.3
H -2.6708 2.0036 -4.9477 0.2 0.2 0.2
H -0.9851 2.6517 -5.2039 -0.2 -0.7 -0.1
H -4.1564 3.4767 -3.7350 0.0 0.0 0.4
H -3.6482 4.8040 -4.7314 0.4 0.2 0.1
H -4.7527 5.5466 -2.7221 -0.2 0.4 -0.2
H -3.1750 6.2790 -2.5751 0.4 -0.2 -0.6
H -4.1682 5.2261 -0.7843 0.0 -0.2 0.5
C 3.3303 -3.1626 3.9597 1.0 -0.2 0.3
N 1.9337 -3.5100 4.3360 0.3 1.7 -0.7
C 1.0056 -2.7868 3.3392 -0.3 -1.4 0.3
C 1.9316 -5.0518 4.1721 -1.1 0.8 0.5
C 1.7367 -2.9048 5.7889 0.5 -0.2 -0.4
C 0.3203 -2.7657 6.2580 0.2 -0.7 0.0
O -0.2116 -4.0720 6.3514 -0.2 0.2 -0.8
H 3.5376 -3.5025 2.9450 -0.1 -0.2 0.1
H 3.9451 -3.7257 4.6619 0.3 0.2 -0.2
H 3.6041 -2.1090 4.0145 -0.6 0.0 0.2
H 0.8102 -1.7223 3.4689 0.5 -0.1 0.9
H 0.0716 -3.3405 3.4348 -0.1 0.2 -0.3
H 1.3947 -2.8483 2.3228 0.2 -0.6 0.1
H 2.5187 -5.4250 5.0112 -0.3 -0.2 -0.1
H 2.3920 -5.3519 3.2307 0.1 0.4 0.0
H 0.8913 -5.3772 4.1622 0.2 -0.1 0.5
H 2.1778 -1.9103 5.7227 0.0 0.0 -0.1
H 2.3452 -3.4774 6.4889 0.0 -0.3 -0.3
H -0.1668 -2.0905 5.5545 -0.6 -0.1 0.0
H 0.2833 -2.3088 7.2469 0.4 0.3 0.0
H -1.1647 -4.0056 6.4448 -0.2 -0.2 0.3
Br -0.2062 -0.9752 -5.1689 -0.1 0.2 0.9
```
Positions in Å, forces in eV/Å.

Results
charge: +5
gap between HOMO and LUMO (spin up / spin down): 0.0941 / 0.2383 Ha
expectation value of S²: 0.758
E_tot: -135694.2430 eV
HOMO (spin up / spin down): -0.4842 / -0.6327 hartree
multiplicity: 2